Molecular formula: C34H59BrEuNP3
Method: DFT, ωB97M-V/def2-TZVPD

Output
Multiplicity: 8
Expectation value of S²: 15.760
E_HOMO (spin up / spin down) in hartree: -0.4574 / -0.4578
DFT total energy in eV: -154925.5004
HOMO-LUMO gap (spin up / spin down) in eV: 4.80 / 4.82
Total charge: +2
E_LUMO (spin up / spin down) in eV: -7.644 / -7.639
Molecular weight in g mol⁻¹: 806.64

Each line ends with the Mulliken spin population.
CARTESIAN COORDINATES (ANGSTROEM)
C: -2.49119 -4.55963 0.19855  0.000
C: -2.52777 -4.47345 -1.21229  0.002
C: -3.77478 -4.26253 -1.83926  0.000
C: -4.88611 -3.99156 -1.01712  0.000
N: -4.79127 -3.94672 0.31312  0.000
C: -3.64934 -4.26844 0.91703  0.000
C: -1.29459 -4.51983 -1.94627  0.009
C: -0.12305 -4.50090 -2.30786  -0.009
C: 1.17381 -3.85480 -2.39932  0.004
C: 1.15691 -2.47564 -2.72614  0.002
C: 2.37185 -1.76139 -2.90176  -0.007
C: 3.44538 -2.30231 -2.20064  0.005
C: 3.51467 -3.60932 -1.76181  0.003
C: 2.40316 -4.44541 -2.04711  -0.005
Eu: 2.27678 -1.28364 -0.17920  6.997
P: -1.63433 0.13322 0.63116  0.001
H: -3.88465 -4.24521 -2.92824  0.000
H: -1.55735 -4.77844 0.70931  0.000
H: -5.86280 -3.78014 -1.47142  0.000
H: -3.63777 -4.28071 2.00469  0.000
H: 2.48182 -5.52191 -1.90185  0.000
H: 0.18049 -1.99230 -2.83943  -0.002
H: 4.38178 -3.95283 -1.20211  0.003
H: 2.38751 -0.78999 -3.40596  0.005
C: -2.03373 1.92725 0.99945  0.001
C: -3.48657 2.38470 1.01528  0.000
H: -1.47934 2.48577 0.22624  0.000
H: -1.54829 2.15964 1.96256  0.000
H: -3.51337 3.46526 1.20435  0.000
H: -3.99176 2.21793 0.05693  0.000
H: -4.07270 1.92004 1.81684  0.000
C: -2.98854 -0.38300 -0.53635  0.000
C: -4.41617 -0.53984 -0.02711  0.000
H: -2.64184 -1.35343 -0.92654  0.001
H: -2.96008 0.32704 -1.38026  0.000
H: -5.07261 -0.76081 -0.88056  0.000
H: -4.52406 -1.38862 0.66114  0.000
H: -4.81866 0.36598 0.44221  0.000
C: -2.10418 -0.72765 2.20691  -0.002
C: -3.26308 -0.18221 3.03418  0.000
H: -1.18198 -0.72902 2.81446  0.001
H: -2.29821 -1.77502 1.92716  0.000
H: -3.36774 -0.78900 3.94301  0.000
H: -3.10190 0.85289 3.35932  0.000
H: -4.22574 -0.24454 2.51264  0.000
Br: 4.82933 -0.79459 -1.19127  -0.003
P: -0.40784 1.22173 -2.88091  0.004
C: -1.94868 2.21529 -3.07190  -0.001
C: -1.88116 3.43505 -3.98205  0.000
H: -2.20663 2.52425 -2.04150  0.000
H: -2.73837 1.52041 -3.40176  0.000
H: -2.86772 3.91409 -3.97643  0.000
H: -1.15572 4.17522 -3.62279  0.000
H: -1.65561 3.17161 -5.02445  0.000
C: 0.99164 2.40696 -3.15473  -0.002
C: 1.59509 2.58142 -4.54876  0.000
H: 1.77783 2.04334 -2.46662  0.002
H: 0.65354 3.38049 -2.76637  0.000
H: 2.42423 3.29969 -4.47223  0.000
H: 2.02143 1.64967 -4.95007  0.000
H: 0.88539 3.00084 -5.27831  0.000
C: -0.35238 0.08323 -4.33808  -0.001
C: -0.96674 0.57491 -5.64207  0.000
H: -0.90715 -0.81068 -4.00355  0.000
H: 0.69197 -0.24001 -4.47923  0.000
H: -0.90635 -0.24096 -6.37376  0.000
H: -2.02879 0.82394 -5.52170  0.000
H: -0.43522 1.43077 -6.07927  0.000
C: 1.54808 3.58906 2.05258  -0.001
C: 2.69682 2.64575 2.42454  0.001
C: 3.32457 3.06580 3.74217  0.000
P: 2.16822 0.85009 2.26548  -0.013
C: 3.74813 -0.13657 2.04649  -0.013
C: 5.06086 0.37088 2.66191  0.003
C: 3.55869 -1.65852 2.28349  0.013
C: 1.60732 0.28719 3.93118  -0.001
C: 2.72392 0.08802 4.95013  -0.001
C: 0.46513 1.13610 4.50827  -0.001
H: 0.73452 3.56821 2.78843  0.000
H: 1.12418 3.36457 1.06850  0.001
H: 1.93622 4.61364 2.02070  0.000
H: 3.46477 2.70984 1.63313  0.000
H: 2.62002 3.02733 4.57750  0.000
H: 4.21190 2.48869 4.00548  0.000
H: 3.64058 4.11051 3.63315  0.000
H: 3.91478 0.05826 0.95159  0.007
H: 5.10397 0.23858 3.75266  0.000
H: 5.86205 -0.23083 2.20267  0.000
H: 5.24541 1.42225 2.40219  0.000
H: 2.49115 -1.96842 2.33400  0.000
H: 4.09086 -2.22731 1.48790  -0.005
H: 4.01654 -1.95267 3.23710  0.000
H: 1.18164 -0.70620 3.70066  0.003
H: 3.27322 1.01658 5.14499  0.000
H: 2.27477 -0.24986 5.89598  0.000
H: 3.44489 -0.66694 4.63239  0.000
H: -0.34181 1.30274 3.77815  0.001
H: 0.02196 0.59066 5.35932  0.000
H: 0.80596 2.11646 4.87712  0.000

Molecular formula: C34H59BrGaN2OSbSi
Method: DFT, ωB97M-V/def2-TZVPD

Output
E_HOMO in hartree: -0.4870
DFT total energy in eV: -178062.8127
HOMO-LUMO gap in eV: 6.88
Total charge: +2
E_LUMO in eV: -6.374
Molecular weight in g mol⁻¹: 811.33

Each line ends with the Mulliken charge.
CARTESIAN COORDINATES (ANGSTROEM)
Ga: 0.29523 -0.39146 0.01186  2.697
Br: 8.07286 -2.30287 0.21922  -0.129
C: 6.39972 -1.43478 0.13754  -0.241
C: 5.38394 -1.96886 -0.64327  -0.402
C: 4.16378 -1.32460 -0.71057  0.322
C: 3.94422 -0.13450 -0.02406  -0.569
C: 4.97825 0.39068 0.75492  -0.056
C: 6.19698 -0.25659 0.84167  -0.841
N: 2.69022 0.51583 -0.11902  0.083
C: 2.70767 1.78340 -0.23266  -0.592
C: 1.50946 2.60998 -0.17307  0.719
C: 1.64197 3.99391 -0.19419  -0.959
C: 0.51774 4.79113 -0.04588  -0.676
C: -0.71298 4.16644 0.08343  -1.237
C: -0.75886 2.78160 0.05107  -0.589
N: 0.31928 2.01157 -0.05939  0.481
H: 5.55360 -2.87632 -1.20623  0.511
H: 3.39438 -1.70300 -1.36275  0.076
H: 4.82097 1.29609 1.32837  0.476
H: 6.99072 0.15259 1.45040  0.458
H: 3.64206 2.32935 -0.37047  0.668
H: 2.62102 4.43831 -0.31278  0.528
H: 0.60045 5.86901 -0.02819  0.468
H: -1.62471 4.73461 0.19888  0.547
H: -1.70883 2.26954 0.11554  0.841
C: -1.42489 -1.29261 5.17313  -1.032
C: -0.03520 -0.74033 4.88138  -0.862
Sb: 0.00024 0.46323 3.06994  -0.239
C: -1.18990 2.14254 3.78273  -0.633
C: -0.66960 2.78267 5.06190  -1.243
C: 1.97110 1.36207 3.24416  0.409
C: 2.67351 1.13574 4.57684  -1.429
H: -1.42143 -1.83260 6.12038  0.410
H: -1.75767 -1.98707 4.39864  0.099
H: -2.16404 -0.49400 5.25606  0.307
H: 0.68532 -1.54829 4.75148  0.554
H: 0.30752 -0.10621 5.69760  0.576
H: -2.20790 1.77361 3.91799  0.520
H: -1.20313 2.87414 2.97180  0.387
H: -0.66080 2.08068 5.89558  0.301
H: -1.31894 3.61377 5.34051  0.447
H: 0.33657 3.18111 4.92962  0.291
H: 1.84665 2.43196 3.05897  0.496
H: 2.56020 0.94962 2.42325  -0.453
H: 2.09792 1.54695 5.40562  0.316
H: 3.64467 1.63310 4.57448  0.441
H: 2.84506 0.07736 4.77246  0.336
C: -4.17464 0.89076 -0.93871  -0.670
C: -4.43871 0.21770 0.40947  -0.776
C: -3.06232 0.27445 1.04518  -0.161
O: -2.13607 0.03360 -0.03644  -0.234
C: -2.77789 0.38732 -1.29201  -0.686
H: -4.17432 1.97660 -0.83412  0.300
H: -4.90381 0.61974 -1.69820  0.451
H: -4.75529 -0.81820 0.27736  0.274
H: -5.18177 0.73845 1.00914  0.483
H: -2.89854 -0.46610 1.82588  0.241
H: -2.87164 1.26237 1.47988  0.096
H: -2.82360 -0.51143 -1.90841  0.303
H: -2.17336 1.12946 -1.81751  0.420
C: -2.29424 -5.46044 0.19502  -1.587
C: -2.24037 -3.92628 0.10062  2.971
C: -3.22290 -3.46470 -0.98320  -2.289
C: -2.70061 -3.31798 1.43719  -2.173
Si: -0.42174 -3.39805 -0.32117  -2.823
C: 0.00606 -3.35502 -2.21173  2.263
C: -0.82463 -2.33696 -3.00075  -1.624
C: -0.24462 -4.77378 -2.75084  -1.747
C: 1.47396 -2.98860 -2.43079  -1.764
C: 0.92862 -3.99424 0.95157  3.620
C: 0.32033 -4.19587 2.34558  -2.176
C: 2.08780 -3.00625 1.11379  -1.464
C: 1.48904 -5.32797 0.42978  -1.997
H: -3.32693 -5.76819 0.37494  0.520
H: -1.69729 -5.84440 1.02164  0.375
H: -1.96233 -5.94714 -0.72336  0.322
H: -4.23419 -3.75623 -0.69132  0.648
H: -3.02448 -3.92788 -1.94869  0.430
H: -3.21167 -2.37954 -1.09530  0.285
H: -3.77902 -3.45806 1.53859  0.705
H: -2.48843 -2.24909 1.47786  0.260
H: -2.23111 -3.80007 2.29077  0.406
H: -1.89112 -2.54668 -2.97384  0.495
H: -0.51128 -2.36757 -4.04678  0.579
H: -0.65463 -1.31903 -2.63840  -0.011
H: -1.28839 -5.07420 -2.65756  0.368
H: 0.37428 -5.51471 -2.24150  0.386
H: 0.00516 -4.80270 -3.81340  0.527
H: 1.62553 -1.93292 -2.19862  0.087
H: 1.73275 -3.13483 -3.48184  0.593
H: 2.15574 -3.60136 -1.84140  0.286
H: -0.08956 -3.26164 2.73725  0.323
H: 1.10806 -4.51959 3.03003  0.660
H: -0.44876 -4.96528 2.36794  0.378
H: 1.74201 -2.03388 1.47837  -0.426
H: 2.64674 -2.86318 0.19255  -0.171
H: 2.78188 -3.39970 1.86036  0.787
H: 0.70829 -6.06843 0.24384  0.432
H: 2.16415 -5.75006 1.17768  0.528
H: 2.06655 -5.19738 -0.48561  0.396